1.
C23H36N3O5S3SeSiSn as an isolated structure. Source: OMol25; level of theory: ωB97M-V/def2-TZVPD.

ORCA input file:
```
! wB97M-V def2-TZVPD RIJCOSX def2/J DEFGRID3
* xyz 1 1
Sn -1.73926 -1.17731 -0.22190
C 4.27699 -0.81606 -0.93448
C 3.03842 -1.71711 -1.02066
C 3.13286 -2.67424 -2.19556
C 2.72731 -2.50682 0.23553
O 1.87761 -0.86485 -1.26775
Si 1.50475 0.69388 -1.01374
S -0.64980 1.05398 -0.99110
O 2.08425 1.19700 0.42899
C 2.39126 2.56743 0.85549
C 3.80981 2.89094 0.40338
C 1.37600 3.49209 0.16938
C 2.23405 2.62568 2.33026
O 2.11307 1.64545 -2.23352
C 1.89594 1.60186 -3.69132
C 1.17734 2.89248 -4.02585
C 1.07172 0.37927 -4.07463
C 3.31432 1.50006 -4.22829
H 5.16248 -1.46173 -0.76523
H 4.14973 -0.17430 -0.03701
H 4.36258 -0.16628 -1.79379
H 3.98177 -3.30274 -1.97923
H 3.31972 -2.13947 -3.12561
H 2.26629 -3.35335 -2.26879
H 3.54392 -3.20559 0.48661
H 1.80046 -3.07517 0.09494
H 2.61377 -1.89484 1.12595
H 3.92188 2.75146 -0.66244
H 4.60691 2.30954 0.94314
H 3.98125 3.94702 0.63348
H 1.59206 3.64658 -0.88750
H 1.48202 4.49736 0.61586
H 0.32955 3.21911 0.37005
H 2.96270 1.94474 2.81276
H 1.21166 2.41979 2.67581
H 2.48043 3.64231 2.60366
H 0.24047 2.90626 -3.44006
H 0.94659 2.86662 -5.11528
H 1.81864 3.74548 -3.79355
H 0.07546 0.44087 -3.65338
H 1.50710 -0.56385 -3.75376
H 0.97269 0.37281 -5.17236
H 4.00300 2.23617 -3.78341
H 3.24702 1.57482 -5.32541
H 3.68448 0.48173 -4.06462
O -5.95911 -0.41706 -1.12016
C -6.49507 -0.61109 0.06729
C -7.89815 -0.77086 0.19160
C -8.48372 -0.98910 1.41694
C -7.66841 -1.12396 2.55719
C -6.29364 -0.92879 2.51553
C -5.67195 -0.73827 1.24357
C -4.22346 -0.61673 1.14820
O -3.70141 -0.27469 -0.03956
N -3.52647 -0.90038 2.26891
N -2.19493 -0.83364 2.02749
C -1.41420 -0.93717 3.15302
S 0.30528 -0.73392 3.17314
C 0.49297 -1.53069 4.77929
C -0.71826 -1.21641 5.65455
S -2.21768 -1.50380 4.63691
H -4.95838 -0.29010 -0.89555
H -8.48973 -0.73496 -0.73526
H -9.55599 -1.01325 1.47704
H -8.10417 -1.36784 3.50891
H -5.61109 -0.89203 3.34524
H 1.38951 -1.10398 5.19794
H 0.61868 -2.64787 4.61584
H -0.70109 -0.18005 6.01425
H -0.86290 -1.85765 6.51211
Se -2.53287 -3.13094 -1.92147
C -1.16479 -4.22485 -1.18496
N -0.26027 -4.87899 -0.87310
*
```

Computed properties:
Kohn-Sham gap = 3.99 eV
E_HOMO = -0.38896 Ha
Energy above the lowest of the compared OMol25 structures with the same formula, charge and spin = 1.305 eV

***

2.
A 2-piece molecular cluster, C12H20ClN7O5S overall. Source: OMol25; level of theory: ωB97M-V/def2-TZVPD.

ORCA input file:
```
! wB97M-V def2-TZVPD RIJCOSX def2/J DEFGRID3
* xyz 0 1
C 2.00381 -2.32652 4.63255
N 1.45939 -1.62846 3.45714
C 1.45910 -2.13477 2.19023
N 1.35929 -1.42245 1.11288
N 1.26126 -0.06278 1.01337
O 0.95963 0.37015 -0.09855
O 1.48082 0.65801 1.99396
N 1.54672 -3.49516 2.09765
C 1.29940 -4.24220 0.85277
C 2.55414 -4.92451 0.38759
C 3.79575 -4.89111 0.97443
N 4.78984 -5.60233 0.31316
C 4.31231 -6.14506 -0.78139
Cl 5.29295 -7.10840 -1.85566
S 2.60957 -5.85082 -1.08928
H 2.04700 -1.64416 5.48812
H 3.01803 -2.69089 4.43261
H 1.36850 -3.17500 4.90755
H 1.46447 -0.61131 3.45789
H 1.36781 -3.97147 2.96976
H 0.93197 -3.58983 0.05028
H 0.51923 -4.99207 1.02501
H 3.99673 -4.34808 1.89315
C -2.62877 4.41578 -4.32243
N -2.33335 2.98337 -4.25633
C -2.06082 2.24685 -3.17341
O -1.87269 1.04724 -3.31396
C -1.97787 2.90942 -1.78600
C -0.60245 3.56566 -1.61751
O -0.55740 4.30780 -0.41736
N -2.21454 1.95420 -0.68681
C -2.89729 2.14801 0.44133
C -3.64578 3.44780 0.66941
O -2.93205 1.28075 1.29940
H -1.78330 5.00354 -3.96097
H -2.82775 4.70053 -5.35724
H -3.51253 4.64511 -3.72489
H -2.35964 2.45887 -5.11868
H -2.72957 3.69471 -1.75650
H -0.40733 4.23889 -2.45151
H 0.17428 2.79836 -1.59957
H -0.43961 3.68421 0.30795
H -1.80346 1.03607 -0.79112
H -4.38568 3.58291 -0.11578
H -4.15166 3.39705 1.63219
H -2.94848 4.28210 0.67458
*
```

Computed properties:
Kohn-Sham gap = 9.51 eV
E_HOMO = -0.34054 Ha

***

3.
C20H30BaNP as an isolated structure. Source: OMol25; level of theory: ωB97M-V/def2-TZVPD.

ORCA input file:
```
! wB97M-V def2-TZVPD RIJCOSX def2/J DEFGRID3
* xyz 0 1
C 0.79343 3.33979 -2.57817
C -0.47215 2.80605 -2.38622
C -0.64042 1.60987 -1.64444
C 0.46398 0.95940 -1.11297
C 1.72808 1.46004 -1.34391
C 1.90190 2.66728 -2.06644
C -2.07515 1.17957 -1.50797
C -2.38301 -0.06728 -0.66718
N -1.77557 -1.34915 -1.14906
Ba -0.48243 -1.72702 0.74587
C 2.92247 0.65187 -0.87802
P 2.25831 -0.84223 -0.08699
H -1.35672 3.29990 -2.79939
H 2.91197 3.03140 -2.24372
H 0.91626 4.27230 -3.12966
H 3.53534 1.17104 -0.12885
H 3.54600 0.32027 -1.71781
H -2.63480 1.98523 -0.99273
H -2.55376 1.06876 -2.49873
H -2.04724 0.13185 0.36656
C 3.70234 -1.49851 0.78434
C 2.14576 -1.94182 -1.53062
H -3.47550 -0.22150 -0.56132
C -1.44088 -1.42572 -2.61327
C -2.69653 -2.50581 -0.85705
H 0.41340 -4.12342 2.30743
H -1.62553 -2.46162 -2.93403
H -2.08982 -0.78465 -3.23344
H -0.36908 -1.22200 -2.81097
H -3.34231 -2.66675 -1.72784
H -2.11024 -3.43630 -0.75011
H -3.34180 -2.29393 0.02004
H 3.13353 -1.91620 -2.00176
H 1.89899 -2.97491 -1.23972
H 1.40910 -1.57994 -2.25691
H 4.53451 -1.62089 0.07905
H 3.98028 -0.80292 1.58720
H 3.44103 -2.46635 1.23519
H -0.45484 -4.18271 2.37423
C -1.26212 2.67276 1.49969
C -0.86066 1.67022 2.38191
C -1.80904 0.97761 3.21923
C -1.39448 -0.00623 4.11076
C -0.04802 -0.37567 4.19885
C 0.89760 0.25821 3.38304
C 0.51457 1.25460 2.48764
H -2.29234 2.99973 1.49022
H -0.51542 3.20066 0.93141
H -2.85517 1.29643 3.17301
H -2.12909 -0.47023 4.77715
H 0.27136 -1.11820 4.93153
H 1.96028 0.00081 3.47484
H 1.25367 1.79631 1.89011
*
```

Computed properties:
Kohn-Sham gap = 3.92 eV
E_HOMO = -0.16868 Ha

***

4.
An isolated ion of composition C3H7N2OS and charge +1. Source: OMol25; level of theory: ωB97M-V/def2-TZVPD.

ORCA input file:
```
! wB97M-V def2-TZVPD RIJCOSX def2/J DEFGRID3
* xyz 1 1
N 0.36046 -1.04181 -0.05964
C -0.60554 -0.93451 -1.07639
O -1.28308 0.36165 -1.01896
C -0.82305 1.20460 -0.19223
S -1.24989 2.98033 -0.61832
C 0.10305 1.03583 0.71654
N 0.80591 1.23496 1.75927
H 1.32817 -1.35606 -0.27719
H 0.09069 -1.39060 0.79850
H -0.08472 -0.97410 -1.99363
H -1.29496 -1.70513 -1.12433
H -1.16267 2.83739 -1.89954
H 0.38319 1.10877 2.67056
H 1.82790 1.14150 1.66560
*
```

Computed properties:
Kohn-Sham gap = 9.11 eV
E_HOMO = -0.48785 Ha
Energy above the lowest of the compared OMol25 structures with the same formula, charge and spin = 3.268 eV

***

5.
A 2-piece molecular cluster, C3H2I2O overall. Source: OMol25; level of theory: ωB97M-V/def2-TZVPD.

ORCA input file:
```
! wB97M-V def2-TZVPD RIJCOSX def2/J DEFGRID3
* xyz 0 1
C -1.33245 0.56938 0.03686
C -0.50598 -0.41736 -0.02870
C 1.67598 -0.31178 -0.04139
O 2.35999 -1.24631 -0.25847
I -1.03749 -2.43785 0.18925
I 2.30331 1.72080 0.18297
H -2.38284 0.58558 -0.16792
H -1.08054 1.53753 0.08741
*
```

Computed properties:
Kohn-Sham gap = 8.02 eV
E_HOMO = -0.33230 Ha
Energy above the lowest of the compared OMol25 structures with the same formula, charge and spin = 2.065 eV

***

6.
C2H6O2Pb as an isolated structure. Source: OMol25; level of theory: ωB97M-V/def2-TZVPD.

ORCA input file:
```
! wB97M-V def2-TZVPD RIJCOSX def2/J DEFGRID3
* xyz 1 2
O 0.81237 -3.17957 0.13580
O -1.27723 -0.00004 0.41171
H -2.23546 0.06400 0.51912
Pb -0.36738 -1.83974 0.81617
H 1.20277 -3.28018 -0.73132
C -0.75749 1.15143 -0.18454
C 0.71521 1.24251 -0.20430
H -1.42300 2.01143 -0.12485
H 1.14730 1.18627 0.81334
H 1.17136 0.44095 -0.81002
H 1.01156 2.20294 -0.64111
*
```

Computed properties:
Kohn-Sham gap (alpha / beta) = 7.58 / 9.49 eV
E_HOMO (alpha / beta) = -0.46627 / -0.53914 Ha
Energy above the lowest of the compared OMol25 structures with the same formula, charge and spin = 0.901 eV

***

7.
C5H8LiO3Ru as an isolated structure. Source: OMol25; level of theory: ωB97M-V/def2-TZVPD.

ORCA input file:
```
! wB97M-V def2-TZVPD RIJCOSX def2/J DEFGRID3
* xyz 3 7
C -2.66005 -1.51637 0.44946
C -3.67458 -1.74082 1.23058
H -2.66379 -1.45405 -0.64078
H -1.24316 -2.21794 0.16243
H -3.90289 -1.45851 2.25870
Li -1.10127 0.89256 2.40486
O 0.91193 0.04575 -0.54873
Ru 1.76484 -2.37334 -1.37882
O 0.08582 -1.88936 -0.19601
C 0.10267 -0.66009 0.18275
O -0.89078 -0.17642 0.80107
C 1.65564 1.17941 -0.03813
C 1.94647 2.05562 -1.22903
H 1.00728 1.69513 0.68329
H 2.58960 0.79992 0.39989
H 1.02371 2.53098 -1.58442
H 2.66111 2.82849 -0.91950
H 2.38745 1.45905 -2.03760
*
```

Computed properties:
Kohn-Sham gap (alpha / beta) = 4.76 / 6.54 eV
E_HOMO (alpha / beta) = -0.69272 / -0.81848 Ha
Energy above the lowest of the compared OMol25 structures with the same formula, charge and spin = 2.355 eV

***

| no. | M (g/mol) |
| --- | --- |
| 1 | 756.5 |
| 2 | 409.9 |
| 3 | 452.8 |
| 4 | 119.2 |
| 5 | 307.9 |
| 6 | 269.3 |
| 7 | 224.1 |